No. 1
C4H4ClNO2 in the gas phase at a distorted geometry. Source: the OMol25 dataset; level of theory: the ωB97M-V functional and the def2-TZVPD basis.

Each line ends with the natural charge from an NBO analysis.
Element x y z (Å)
N1 0.376 2.499 -0.667  -0.266
C1 0.298 1.483 -0.088  0.229
C2 0.477 0.090 0.460  0.052
O1 1.453 0.055 1.360  -0.667
C3 0.880 -0.702 -0.829  0.423
O2 1.888 -1.457 -0.928  -0.507
C4 -0.815 -0.477 1.022  -0.367
Cl1 -2.045 -0.380 -0.275  -0.053
H1 2.199 -0.427 1.026  0.504
H2 0.210 -0.387 -1.682  0.164
H3 -0.825 -1.533 1.337  0.247
H4 -1.209 0.162 1.822  0.242

Forces on the atoms, in the same order (eV/Å):
N -0.386 -2.431 1.567
C 0.401 2.179 -1.420
C -0.502 -0.622 -1.893
O 0.958 0.418 2.467
C 2.588 -1.612 -1.414
O -3.968 3.070 0.946
C -1.359 0.206 0.073
Cl -0.457 -0.058 -0.085
H 0.832 -0.582 -0.464
H 0.802 -0.882 0.386
H 0.695 0.585 -0.111
H 0.396 -0.273 -0.053

Results
**Energy relative to the best compared isomer or geometry (same formula, charge and spin)**: 31.7 kcal per mole
**HOMO**: -10.95 eV
**Calculated total energy**: -22318.715 eV
**SMILES**: N#C[C@](O)(C=O)CCl
**Maximum force**: 0.0993 hartree/bohr

***

No. 2
C4H4ClNOS in the gas phase at a distorted geometry. Source: the OMol25 dataset; level of theory: the ωB97M-V functional and the def2-TZVPD basis.

Each line ends with the natural charge from an NBO analysis.
Element x y z (Å)
C1 1.801 -0.260 -0.262  -0.017
C2 1.722 1.020 -0.524  -0.421
C3 -0.431 -0.375 -0.023  0.154
C4 -1.702 -0.945 0.301  -0.466
N1 0.653 -0.969 -0.068  -0.433
O1 -0.323 2.226 0.736  -0.947
S1 -0.069 1.496 -0.521  1.181
Cl1 -3.155 0.085 0.087  -0.035
H1 2.708 -0.752 -0.318  0.206
H2 2.578 1.632 -0.718  0.245
H3 -1.688 -1.151 1.381  0.261
H4 -2.094 -2.008 -0.072  0.273

Forces on the atoms, in the same order (eV/Å):
C -0.193 0.889 -0.861
C -1.789 0.649 -0.022
C 1.606 2.680 -2.225
C -3.561 -2.912 1.186
N -0.158 -3.302 1.108
O -0.248 0.858 0.128
S 0.484 -0.994 0.891
Cl 0.418 0.247 -0.221
H 1.631 -1.288 0.268
H -0.088 0.630 -0.162
H 0.149 0.272 -0.122
H 1.749 2.270 0.031

Results
**Energy relative to the best compared isomer or geometry (same formula, charge and spin)**: 65.4 kcal per mole
**HOMO**: -9.01 eV
**Calculated total energy**: -31104.873 eV
**Maximum force**: 0.0924 hartree/bohr

***

No. 3
A molecular structure, C4H4ClNOS at a distorted geometry. Source: the OMol25 dataset; level of theory: the ωB97M-V functional and the def2-TZVPD basis.

Each line ends with the natural charge from an NBO analysis.
Element x y z (Å)
C1 -0.847 1.360 -0.106  0.699
C2 -0.726 0.011 0.023  -0.167
C3 2.861 0.377 0.046  -0.662
C4 -2.025 -0.690 -0.073  -0.617
N1 0.341 -0.852 -0.070  -0.769
O1 -1.043 2.510 -0.065  -0.431
S1 1.845 -0.982 -0.056  1.017
Cl1 4.488 -0.129 -0.001  0.035
H1 -2.435 -0.947 0.846  0.217
H2 -2.908 -0.209 -0.366  0.229
H3 -2.031 -1.634 -0.749  0.231
H4 2.481 1.186 0.571  0.218

Forces on the atoms, in the same order (eV/Å):
C 0.838 -0.552 0.553
C -0.097 1.392 -0.922
C -1.826 -3.450 -0.461
C -0.689 -2.516 -1.665
N -0.427 0.241 0.210
O 0.151 -0.870 -0.185
S 1.553 1.226 -0.316
Cl 0.620 0.423 0.063
H 0.137 -1.249 2.295
H -0.778 1.854 -1.374
H 0.543 1.549 1.177
H -0.025 1.952 0.625

Results
**Energy relative to the best compared isomer or geometry (same formula, charge and spin)**: 94.6 kcal per mole
**HOMO (spin up / spin down)**: -7.62 / -7.61 eV
**Calculated total energy**: -31103.605 eV
**Maximum force**: 0.0764 hartree/bohr

***

No. 4
C4H4ClNS in the gas phase at a distorted geometry. Source: the OMol25 dataset; level of theory: the ωB97M-V functional and the def2-TZVPD basis.

Each line ends with the natural charge from an NBO analysis.
Element x y z (Å)
C1 -1.766 -0.981 0.041  -0.420
C2 -0.484 -1.428 0.023  -0.251
C3 -2.399 0.164 -0.496  -0.045
C4 0.548 0.874 0.003  -0.114
N1 1.469 1.836 -0.110  -0.771
S1 1.008 -0.715 -0.228  0.402
Cl1 -4.009 0.388 0.019  0.004
H1 -2.435 -1.633 0.615  0.203
H2 -0.327 -2.414 0.374  0.217
H3 1.370 2.764 0.426  0.413
H4 2.450 1.732 -0.546  0.362

Forces on the atoms, in the same order (eV/Å):
C -0.872 -0.469 1.170
C -1.273 -0.100 0.200
C 1.157 0.696 -1.266
C 0.464 3.004 1.082
N 1.491 0.588 0.106
S 0.999 0.088 -0.974
Cl 0.133 -0.197 0.435
H 0.132 -0.418 -0.355
H -0.057 -1.122 0.178
H -0.296 -2.111 -1.514
H -1.877 0.042 0.939

Results
**Energy relative to the best compared isomer or geometry (same formula, charge and spin)**: 128.7 kcal per mole
**HOMO (spin up / spin down)**: -7.69 / -7.69 eV
**Calculated total energy**: -29054.723 eV
**Maximum force**: 0.0627 hartree/bohr

***

No. 5
C4H4ClNS in the gas phase at a distorted geometry. Source: the OMol25 dataset; level of theory: the ωB97M-V functional and the def2-TZVPD basis.

Each line ends with the natural charge from an NBO analysis.
Element x y z (Å)
Cl1 -2.541 0.104 -0.370  -0.051
C1 -1.206 -0.590 0.731  -0.138
C2 -0.012 0.211 0.895  -0.359
C3 0.638 1.477 0.240  0.055
N1 1.783 1.021 -0.308  -0.577
S1 2.129 -0.615 -0.205  0.495
C4 0.158 -0.942 -0.200  -0.457
H1 -1.775 -1.523 1.275  0.286
H2 0.798 -0.240 1.710  0.268
H3 0.390 2.540 0.118  0.237
H4 -0.236 -0.801 -1.362  0.241

Forces on the atoms, in the same order (eV/Å):
Cl 1.564 -0.644 0.954
C -1.594 -3.304 -0.595
C 2.090 0.112 -0.320
C 2.538 -3.511 -1.025
N -1.643 2.418 1.543
S -3.075 -0.412 -0.424
C -0.602 1.419 -1.693
H 1.895 3.008 -0.506
H -2.469 1.358 -1.536
H -0.082 -0.659 0.410
H 1.377 0.214 3.193

Results
**Energy relative to the best compared isomer or geometry (same formula, charge and spin)**: 139.9 kcal per mole
**HOMO**: -8.94 eV
**Calculated total energy**: -29054.236 eV
**SMILES**: Cl[C@@H]1[C@@H]2C=NS[C@@H]12
**Maximum force**: 0.0866 hartree/bohr

***

No. 6
A molecular structure, C4H4CsLiO5 at a distorted geometry. Source: the OMol25 dataset; level of theory: the ωB97M-V functional and the def2-TZVPD basis.

Each line ends with the Mulliken charge.
Element x y z (Å)
O1 -1.458 0.860 0.946  -0.171
C1 -1.399 2.075 1.473  -0.087
C2 -1.909 0.854 -0.444  -0.254
O2 2.875 -0.994 1.068  -0.800
O3 -1.737 2.940 0.565  -0.194
C3 -2.130 2.333 -0.704  -0.282
H1 -2.815 0.243 -0.492  0.229
H2 -1.117 0.405 -1.052  0.278
H3 -3.173 2.601 -0.897  0.235
H4 -1.479 2.747 -1.480  0.248
C4 3.218 -1.949 0.303  0.657
O4 2.468 -3.030 0.300  -0.846
O5 4.194 -1.910 -0.515  -0.796
Cs1 0.385 -2.355 2.642  0.941
Li1 4.077 -4.819 -1.714  0.841

Forces on the atoms, in the same order (eV/Å):
O -0.045 -0.246 0.262
C 0.154 -0.569 0.021
C 0.117 -0.007 -0.033
O -0.165 0.219 0.583
O -0.280 0.581 -0.244
C 0.034 -0.049 -0.317
H 0.174 0.178 -0.030
H -0.170 0.119 0.160
H 0.251 -0.023 0.058
H -0.189 -0.098 0.187
C -0.512 -0.386 -0.661
O -0.712 -1.457 0.224
O 0.676 -0.264 -0.323
Cs 1.108 0.379 -0.945
Li -0.442 1.623 1.058

Results
**Energy relative to the best compared isomer or geometry (same formula, charge and spin)**: 0.0 kcal per mole
**HOMO**: -5.24 eV
**Calculated total energy**: -15199.953 eV
**Maximum force**: 0.0386 hartree/bohr

***

Which of these has the lowest energy relative to the best compared isomer or geometry (same formula, charge and spin)?
C4H4CsLiO5